# 1
This record from the OMol25 dataset describes C16H40BrNbO13P as an isolated structure at a distorted geometry. The level of theory is ωB97M-V/def2-TZVPD.

```
72
Properties=species:S:1:pos:R:3:mulliken_charge:R:1
O 3.74645 -2.81944 3.68271 -0.433
P 3.34361 -2.72887 2.26672 0.635
O 3.92212 -1.37100 1.52834 -0.472
O 4.09005 -3.98592 1.47939 -0.544
Nb 0.74684 -3.02262 2.00771 -0.922
Br 0.20052 -1.58453 4.08485 -0.392
C -1.35720 -3.63064 1.56877 -0.162
C -2.07078 -4.31150 2.52720 0.007
C -3.35491 -4.70439 2.25459 -0.695
C -3.89176 -4.40359 1.04057 -0.121
C -3.20964 -3.72468 0.07495 -0.650
C -1.92522 -3.32787 0.34390 0.107
H 4.39446 -1.67794 0.74182 0.282
H 3.34880 -4.47235 1.09012 0.307
H 0.69099 -1.50184 0.97232 0.215
H 1.19760 -3.94469 0.51398 -0.028
H 0.99709 -4.57505 2.97801 0.065
H -1.62564 -4.52884 3.48815 0.427
H -3.90036 -5.25682 3.00728 0.348
H -4.91223 -4.70975 0.82558 0.306
H -3.63474 -3.50336 -0.89569 0.365
H -1.33421 -2.77492 -0.37293 0.399
C 0.91763 2.99561 0.50509 -0.417
C 0.46989 1.57869 0.21892 -0.161
O 1.55974 0.82620 -0.30457 -0.565
O 1.41983 3.59577 -0.68669 -0.445
H 0.09034 3.60455 0.87164 0.333
H 1.71942 2.99646 1.25348 0.275
H -0.30690 1.57279 -0.54509 -0.004
H 0.08578 1.09201 1.12070 0.306
H 2.18172 0.68108 0.41943 0.306
H 1.88723 2.88771 -1.15023 0.333
C -2.71639 -0.13027 -2.50884 -0.391
C -2.48872 1.09432 -3.37019 -0.323
O -1.44013 0.83414 -4.31117 -0.546
O -1.52629 -0.49274 -1.82804 -0.419
H -3.48900 0.05607 -1.76148 0.294
H -3.02338 -0.97841 -3.13736 0.275
H -2.15699 1.93272 -2.75774 0.280
H -3.39886 1.37780 -3.90542 0.197
H -1.77794 0.20295 -4.95405 0.319
H -0.79873 -0.32696 -2.44138 0.304
C 2.83516 7.02681 -1.88530 -0.145
C 2.90045 6.57580 -3.32758 -0.461
O 3.42414 5.24929 -3.39206 -0.545
O 4.12634 6.97317 -1.29261 -0.519
H 2.46911 8.05180 -1.80883 0.302
H 2.17066 6.36543 -1.31577 0.138
H 3.58214 7.20852 -3.89572 0.283
H 1.91056 6.60493 -3.79424 0.289
H 2.75777 4.65693 -3.02539 0.316
H 4.55289 6.18837 -1.65841 0.343
C -6.63542 2.62642 -4.39868 -0.298
C -6.54697 4.13557 -4.31890 -0.463
O -6.37713 4.68238 -5.62957 -0.537
O -5.46792 2.09564 -5.00913 -0.475
H -6.72931 2.18650 -3.40561 0.296
H -7.50396 2.33156 -5.00281 0.261
H -5.67174 4.43320 -3.74339 0.265
H -7.44228 4.55994 -3.85451 0.310
H -7.20468 4.56385 -6.10642 0.316
H -5.22205 2.71971 -5.70398 0.328
C 5.12235 -5.33469 5.95805 -0.210
C 4.59844 -4.23273 6.85066 -0.421
O 5.59680 -3.89728 7.83131 -0.564
O 5.46860 -6.47812 6.74274 -0.556
H 4.37474 -5.63313 5.22550 0.269
H 6.02337 -4.99974 5.43021 0.242
H 3.72167 -4.57302 7.40005 0.257
H 4.33742 -3.34583 6.26974 0.320
H 6.31195 -3.45211 7.36670 0.327
H 5.84679 -6.12900 7.55857 0.337
```

Computed properties:
Max |F|, eV/Å: 4.37
HOMO, eV: -5.42
Relative energy (zero: lowest compared OMol25 entry of this formula, charge and spin), kJ/mol: 111.7
Molecular weight, g mol⁻¹: 644.3
Total charge: -1

# 2
This record from the OMol25 dataset describes a 2-piece molecular cluster, C16H28BFO5 overall. The level of theory is ωB97M-V/def2-TZVPD.

```
51
Properties=species:S:1:pos:R:3:mulliken_charge:R:1
C 5.74762 1.70625 2.94684 0.020
C 5.20363 2.27473 2.04728 -0.570
C 4.53349 2.94122 0.93818 -0.669
C 3.61588 1.95644 0.16589 -0.252
C 2.12964 2.33845 0.24445 -0.975
B 1.15293 1.46082 -0.63609 -0.061
C 1.59009 0.02738 -1.14804 -0.772
C 1.60821 -1.01698 -0.00208 0.122
C 2.60992 -2.12899 -0.24781 -0.950
O 3.95600 -1.72619 -0.02531 -0.539
C -0.28999 1.95281 -1.01859 -0.572
C -0.95232 2.93299 -0.04825 -0.767
C -1.30533 2.33779 1.31833 -0.408
C -2.48726 1.39576 1.32714 -0.810
O -2.25873 0.23581 0.53511 -0.178
C -2.55861 -0.97311 1.20597 -0.846
H 6.11096 0.98844 3.64716 0.433
H 5.31355 3.29926 0.26343 0.300
H 3.98579 3.81072 1.29640 0.341
H 3.73543 0.97126 0.60823 0.164
H 3.94428 1.88951 -0.86938 0.347
H 1.83783 2.26659 1.29856 0.309
H 2.02182 3.39850 -0.00433 0.442
H 0.87497 -0.32167 -1.89553 0.335
H 2.55637 0.07332 -1.65851 0.479
H 1.83871 -0.53632 0.95010 0.263
H 0.61849 -1.46207 0.09507 0.113
H 2.43630 -2.97006 0.42150 0.403
H 2.50387 -2.50625 -1.26984 0.312
H 4.24168 -1.18139 -0.76510 0.327
H -0.17417 2.46296 -1.98623 0.295
H -0.91518 1.08593 -1.21470 0.295
H -1.87799 3.30693 -0.49322 0.483
H -0.30213 3.79006 0.12277 0.332
H -1.59069 3.16969 1.97082 0.352
H -0.44394 1.87091 1.79960 0.200
H -3.37522 1.90621 0.94220 0.298
H -2.70294 1.09921 2.35707 0.511
H -1.94425 -1.07127 2.10506 0.406
H -2.35816 -1.80487 0.53954 0.126
H -3.61051 -0.99192 1.50743 0.353
O -3.30441 -5.61743 -0.12598 -0.497
C -3.81377 -4.81760 -0.83003 0.644
O -4.14681 -3.55516 -0.45756 -0.286
C -4.58910 -2.84584 -1.62021 -0.379
C -5.01227 -3.97297 -2.53476 0.309
F -4.78420 -3.68766 -3.83935 -0.281
O -4.16419 -5.03198 -2.13139 -0.310
H -3.75615 -2.28316 -2.04411 0.257
H -5.39688 -2.16412 -1.36820 0.281
H -6.05223 -4.28294 -2.41955 0.270
```

Computed properties:
Max |F|, eV/Å: 0.85
HOMO, eV: -9.67
SMILES string: C#CCCCB(CCCO)CCCCOC.O=C1OC[C@@H](F)O1
Molecular weight, g mol⁻¹: 330.2

# 3
This record from the OMol25 dataset describes a 7-piece molecular cluster, C22H30Br10N2O4 overall at a distorted geometry. The level of theory is ωB97M-V/def2-TZVPD.

```
68
Properties=species:S:1:pos:R:3:mulliken_charge:R:1
O 6.25718 11.17173 29.80996 -0.615
N 5.56692 10.96531 30.80095 1.060
O 5.51386 9.82251 31.40488 -0.578
C 4.77999 12.06519 31.25688 -0.536
C 4.72342 13.32006 30.56675 -0.533
C 3.91115 14.27182 30.99940 -0.189
C 3.18569 14.16130 32.23481 -0.357
C 3.21034 12.98135 32.96313 -0.972
C 3.98737 11.92322 32.46792 0.102
H 5.22997 13.43375 29.61971 0.172
H 3.85323 15.16602 30.39653 0.650
H 2.64599 15.03268 32.57515 0.701
H 2.65436 12.82802 33.87625 0.376
H 3.94740 10.98013 32.99268 0.451
O -0.46412 10.39331 29.30114 -0.573
N 0.28356 10.05723 30.21173 0.964
O 0.43124 10.79833 31.20503 -0.549
C 0.93470 8.77748 30.12482 0.007
C 2.12776 8.61649 30.87797 -0.063
C 2.77271 7.41288 30.94922 -0.523
C 2.19232 6.31669 30.32900 -0.349
C 1.02017 6.42256 29.55098 -0.550
C 0.34615 7.65950 29.53485 -0.326
H 2.59358 9.43595 31.40514 0.385
H 3.62249 7.42997 31.61554 0.448
H 2.73523 5.38307 30.32788 0.350
H 0.72397 5.45872 29.16411 0.352
H -0.59666 7.77410 29.02067 0.407
Br 5.10703 17.64326 31.38694 -0.044
C 4.76347 19.60397 31.31786 -0.606
C 5.91702 20.13465 30.41244 -0.105
Br 5.66316 22.06897 29.98286 -0.169
H 4.75804 19.97405 32.34310 0.400
H 3.71749 19.72840 31.03760 0.367
H 6.03507 19.52651 29.51559 -0.158
H 6.90361 20.06543 30.87062 0.353
Br 6.62635 19.45002 26.37419 -0.183
C 5.83454 17.68684 26.92376 -0.308
C 6.91449 16.59383 26.77302 -0.440
Br 6.16261 15.07569 27.84801 -0.028
H 4.87478 17.57132 26.42015 0.446
H 5.58656 17.85807 27.97128 -0.056
H 7.83692 16.92243 27.25183 0.378
H 7.01425 16.24721 25.74442 0.368
Br -1.11990 14.50938 29.27100 -0.118
C -0.10292 14.03370 30.82605 -0.034
C -0.80116 14.91627 31.94741 -0.777
Br -0.05891 14.62224 33.79415 -0.226
H 0.96887 14.13612 30.65607 0.064
H -0.33246 12.98733 31.02733 0.196
H -1.86289 14.67085 31.97162 0.491
H -0.69507 15.96586 31.67316 0.445
Br 8.15365 16.25420 31.00331 -0.150
C 7.36669 14.72775 32.11101 -0.327
C 8.42067 14.25850 33.10412 -0.694
Br 7.68896 12.67113 34.13655 -0.161
H 7.12098 13.86469 31.49227 0.167
H 6.41315 14.97100 32.57971 0.319
H 8.79266 15.00822 33.80245 0.444
H 9.25863 13.90114 32.50560 0.403
Br 8.46188 7.91757 36.44394 -0.115
C 7.69539 9.63255 37.10866 -0.517
C 6.18192 9.65355 37.01213 -0.693
Br 5.69388 9.75588 35.05629 -0.070
H 8.24686 10.48137 36.70432 0.322
H 7.88422 9.62363 38.18214 0.343
H 5.66943 10.48031 37.50399 0.380
H 5.82560 8.68008 37.34899 0.381
```

Computed properties:
Max |F|, eV/Å: 4.09
HOMO, eV: -9.88
SMILES string: O=[N+]([O-])c1ccccc1.O=[N+]([O-])c1ccccc1.BrCCBr.BrCCBr.BrCCBr.BrCCBr.BrCCBr
Relative energy (zero: lowest compared OMol25 entry of this formula, charge and spin), kJ/mol: 178.3
Molecular weight, g mol⁻¹: 1185.5

# 4
This record from the OMol25 dataset describes C25H44LaO2P2 as an isolated structure at a distorted geometry. The level of theory is ωB97M-V/def2-TZVPD.

```
74
Properties=species:S:1:pos:R:3:mulliken_charge:R:1
La 0.14645 0.30364 -0.06771 1.116
C -0.79816 -2.03193 2.54496 0.698
C 0.50475 -2.31910 2.03646 0.125
C 0.69864 -0.66497 3.61809 0.432
C -0.67448 -0.99793 3.50565 0.427
C 1.43625 -1.47973 2.71110 0.810
C -2.05249 -2.72275 2.18018 -1.243
H -2.15092 -2.88875 1.09727 0.144
H -2.93070 -2.15719 2.51964 0.291
H -2.10956 -3.71494 2.65666 0.307
C -1.75937 -0.36628 4.26480 -1.202
H -2.69441 -0.91161 4.14330 0.406
H -1.94207 0.65722 3.92635 0.003
H -1.51466 -0.31802 5.32883 0.325
C 1.24359 0.32557 4.55676 -1.499
H 0.93098 0.10334 5.58991 0.343
H 0.89659 1.34887 4.34194 0.094
H 2.33863 0.35072 4.53415 0.367
C 2.90169 -1.49515 2.54290 -1.399
H 3.32726 -2.41748 2.95816 0.352
H 3.36698 -0.66795 3.07965 0.340
H 3.21324 -1.43113 1.49200 0.068
C 0.85272 -3.38606 1.06788 -1.146
H 1.13342 -4.31127 1.59493 0.367
H 1.71245 -3.11849 0.43789 0.144
H 0.01368 -3.64345 0.40891 0.301
C -1.60259 1.53835 -2.61697 0.011
C -2.11713 0.21971 -3.28854 -0.330
C -1.17518 -0.61138 -4.18155 -1.172
C 0.37337 -0.73927 -3.85994 -1.508
C 0.74471 -0.43197 -2.36650 0.374
C 1.67020 0.78819 -2.29969 -0.697
C 1.02012 2.16974 -2.69742 -1.082
C -0.39703 2.18735 -3.30608 -1.743
H -1.30129 -0.18378 -5.19362 0.577
H 0.94198 -0.03974 -4.50987 0.458
H -1.57989 -1.63320 -4.29083 0.395
H -0.35996 1.87477 -4.35233 0.356
H -2.40843 2.28506 -2.71016 0.793
H -3.07839 0.40547 -3.81692 0.505
H -0.67500 3.24819 -3.37160 0.477
H 1.05216 2.93330 -1.89410 0.509
H 2.48999 0.58548 -3.02617 0.729
H 1.68825 2.61141 -3.46562 0.432
H 0.68269 -1.79436 -4.03656 0.351
H 1.12297 -1.34575 -1.82735 0.833
P -2.68133 -0.45851 -1.68979 0.677
C -4.24045 -0.27989 -0.87244 -1.151
C -1.92242 -2.09271 -1.57464 -0.918
P 2.90201 0.85176 -0.76199 0.701
C -1.70475 1.03534 -1.21242 -0.596
C 4.22108 -0.35032 -1.19821 -1.421
C 3.61681 2.49897 -0.81297 -1.205
H -4.05423 0.21525 0.10192 0.415
H -4.68624 -1.27946 -0.73386 0.432
H -4.92605 0.31941 -1.49068 0.372
H -0.82256 -2.14082 -1.56947 0.154
H -2.21083 -2.65422 -2.47555 0.580
H -2.30650 -2.61650 -0.69147 0.298
H 3.57222 2.97201 -1.80085 0.367
H 4.65644 2.44298 -0.47785 0.472
H 3.03921 3.08404 -0.07944 0.276
H -1.80132 1.68966 -0.31098 1.197
H -0.27727 -0.27978 -2.00463 -1.236
H 4.96351 -0.32420 -0.38660 0.456
H 4.71246 -0.14190 -2.15455 0.444
H 3.81738 -1.36970 -1.27936 0.349
C -1.26099 3.80218 2.93120 -0.866
O -1.37347 2.37138 2.81167 -0.273
C -0.81860 1.82325 1.76704 0.136
O 0.10177 2.39891 1.11393 -0.752
H -0.21247 4.08388 2.80592 0.293
H -1.60759 4.02297 3.93533 0.270
H -1.87782 4.26330 2.15188 0.290
```

Computed properties:
Max |F|, eV/Å: 8.81
HOMO, eV: -7.97
Relative energy (zero: lowest compared OMol25 entry of this formula, charge and spin), kJ/mol: 600.4
Molecular weight, g mol⁻¹: 577.5
Total charge: +1